The following is a quantum chemistry calculation of 3 unconnected molecules or ions with the total composition C12H19F2NO11S2, from OMol25.

The geometry in XYZ format:
```
47
Properties=species:S:1:pos:R:3
C 2.79 2.10 2.02
C 2.98 1.01 0.98
F 4.03 0.18 1.40
C 1.82 0.06 0.62
O 1.44 0.33 -0.75
C 0.43 1.24 -0.75
O 0.10 1.82 -1.73
C -0.17 1.35 0.65
C -1.71 1.29 0.60
C -2.32 2.66 0.51
O -2.02 3.50 -0.27
F -3.29 2.87 1.43
C 0.46 0.14 1.33
N 0.50 0.14 2.77
H 2.12 1.80 2.81
H 2.42 3.01 1.54
H 3.77 2.33 2.45
H 3.31 1.46 0.04
H 2.21 -0.94 0.72
H 0.15 2.30 1.09
H -2.12 0.73 1.44
H -2.02 0.77 -0.32
H -0.09 -0.72 0.92
H 0.76 -0.78 3.11
H -0.40 0.38 3.17
O 1.57 -2.94 2.28
S 1.71 -3.74 1.12
O 0.63 -3.86 0.21
O 2.25 -5.17 1.56
C 3.47 -5.50 0.87
C 4.12 -4.14 0.65
O 3.01 -3.30 0.31
H 3.23 -6.00 -0.06
H 4.05 -6.15 1.52
H 4.82 -4.13 -0.19
H 4.60 -3.76 1.55
O -5.96 -0.02 -4.07
S -5.70 0.98 -3.11
O -6.62 1.22 -2.05
O -5.37 2.34 -3.88
C -4.10 2.86 -3.47
C -3.30 1.62 -3.13
O -4.25 0.78 -2.47
H -4.24 3.51 -2.61
H -3.68 3.43 -4.30
H -2.48 1.84 -2.45
H -2.92 1.11 -4.02
```

For the total energy, the calculation gives -63869.066 eV. The value obtained for the LUMO energy is 0.31 eV. The calculation puts the HOMO-LUMO gap at 10.23 eV. Its charge is 0.